No. 1
Entry from OMol25: a structure of composition C14H12N3O5PdS (the ωB97M-V functional and the def2-TZVPD basis).

Last column: Mulliken charge in e.
Element x y z (Å)
Pd -0.3669 0.7584 -0.1704  -0.174
C 0.8901 0.8934 3.8667  -1.413
C 0.7589 0.8796 2.3837  0.485
N -0.3343 0.5525 1.7951  0.955
N -1.4110 -0.0296 2.3199  -0.898
C -1.9400 -0.8205 1.4255  1.140
O -1.4612 -0.8787 0.2094  -0.932
C -3.0756 -1.6784 1.7626  0.430
C -3.6441 -2.4749 0.7685  -0.379
C -4.7251 -3.2819 1.0758  -0.668
C -5.2341 -3.2943 2.3672  -0.354
C -4.6677 -2.4999 3.3580  -0.665
C -3.5888 -1.6900 3.0604  -0.267
C 1.8848 1.0189 1.4654  0.972
C 3.1757 1.3667 1.8018  -0.561
C 4.1467 1.3519 0.8081  -0.350
C 3.8067 1.0009 -0.4882  -0.776
C 2.4931 0.6757 -0.7776  -0.139
N 1.5862 0.6564 0.1957  -0.002
H -0.0659 0.6792 4.3329  0.325
H 1.2327 1.8806 4.1829  0.393
H 1.6261 0.1563 4.1918  0.376
H -3.2381 -2.4510 -0.2327  0.410
H -5.1733 -3.8992 0.3097  0.413
H -6.0808 -3.9246 2.6042  0.402
H -5.0724 -2.5126 4.3605  0.402
H -3.1438 -1.0632 3.8205  0.434
H 3.4133 1.6473 2.8180  0.445
H 5.1655 1.6240 1.0478  0.442
H 4.5384 0.9877 -1.2825  0.430
H 2.1515 0.4346 -1.7746  0.569
O -1.0765 3.4672 -2.6753  -0.495
S -0.8300 2.3696 -1.8392  1.254
O -2.0001 1.7228 -1.1154  -0.421
O -0.0973 1.1696 -2.3455  -0.404
O 0.0530 2.6692 -0.5785  -0.379

Atoms 1-2, force components in eV/Å:
0.4 0.1 -0.7
0.0 0.0 -0.1

The HOMO-LUMO gap (alpha / beta) is 5.90 / 5.91 eV. For the HOMO energy (alpha / beta), the calculation gives -12.3 / -12.3 eV. As for the multiplicity: 1. The energy comes out at -1606.8604 hartree. Its LUMO energy (alpha / beta) is -6.3537 / -6.3530 eV. Its net charge is +1.

***

No. 2
Entry from OMol25: a structure of composition C14H12N5O10S2Ti (the ωB97M-V functional and the def2-TZVPD basis).

Last column: Mulliken charge in e.
Element x y z (Å)
Ti 0.8654 0.0703 0.3097  0.521
N 1.7793 -1.9470 0.3339  -0.367
C 1.9945 -2.4616 1.6917  -0.480
C 2.2049 -1.2725 2.5992  0.320
O 2.6883 -1.3676 3.7110  -0.696
N 1.8079 -0.1054 2.0130  0.427
C 2.0541 1.1192 2.7455  -0.562
C 1.8182 2.2720 1.7876  0.361
O 1.9152 3.4278 2.0922  -0.652
O 1.4730 1.8348 0.5727  -0.459
H 1.2160 -2.5693 -0.2348  0.294
H 2.6610 -1.8017 -0.1501  0.344
H 2.8499 -3.1322 1.7623  0.409
H 1.0954 -2.9843 2.0130  0.203
H 3.0803 1.1542 3.1164  0.431
H 1.3884 1.2233 3.6051  0.372
O -2.2298 2.6138 0.9446  -0.690
S -1.7049 1.4250 0.3534  1.632
O -0.8133 0.6463 1.2890  -0.252
O -0.9833 1.5746 -0.9017  -0.765
C -3.0925 0.3372 0.0848  0.092
C -4.3402 0.9437 0.1031  -0.569
C -5.4874 0.1931 -0.1081  -0.602
C -5.3916 -1.1676 -0.3347  -0.562
C -4.1481 -1.7823 -0.3544  -0.678
C -2.9956 -1.0401 -0.1430  -0.184
S -1.4685 -1.9620 -0.1608  1.609
O -1.0530 -2.1634 1.2112  -0.728
O -1.7154 -3.1472 -0.9347  -0.724
O -0.4972 -1.0513 -0.8571  -0.457
H -4.3944 2.0056 0.2960  0.519
H -6.4558 0.6763 -0.0921  0.383
H -6.2852 -1.7557 -0.4998  0.383
H -4.0487 -2.8414 -0.5453  0.489
N 0.9553 1.2475 -3.0051  -0.328
C 2.0500 0.8984 -2.3130  0.943
O 1.9151 0.0822 -1.3088  -0.280
C 3.3278 1.3225 -2.6746  0.255
C 3.4957 2.1926 -3.7791  -0.292
N 3.5607 2.8852 -4.7004  -0.576
C 4.4466 0.8258 -1.9578  0.015
N 5.3494 0.4200 -1.3658  -0.654
H 1.0510 1.9936 -3.6756  0.258
H 0.0617 1.1674 -2.5387  0.294

Atoms 1-2, force components in eV/Å:
0.1 0.1 -0.3
0.0 -0.1 0.1

The HOMO-LUMO gap is 7.78 eV. The energy above the lowest of the compared OMol25 structures with the same formula, charge and spin comes out at 0.2184 eV. For the HOMO energy, the calculation gives -6.0 eV. As for the multiplicity: 1. The energy comes out at -3213.0891 hartree. Its LUMO energy is 1.7460 eV. Its net charge is -1.

***

No. 3
Entry from OMol25: the molecule C14H13BO4 (the ωB97M-V functional and the def2-TZVPD basis).

Last column: Mulliken charge in e.
Element x y z (Å)
O -2.1360 0.6992 -4.9792  -0.557
O 0.6215 1.6272 0.0966  -0.495
O 4.5222 -2.3099 2.2154  -0.532
O -4.0763 -0.1731 -3.6445  -0.437
B -2.6876 0.2122 -3.7700  0.597
C 2.3854 1.1058 3.1919  -0.334
C -1.6037 0.5675 0.3220  -0.057
C 1.7340 1.7096 2.1617  -0.594
C -0.7719 1.0726 -1.9046  -0.873
C 2.8839 -0.1466 3.0767  -0.559
C 1.7608 -0.3498 0.9672  -0.344
C -2.7684 0.0880 -0.2133  -0.899
C -0.6151 1.1253 -0.4967  0.294
C 1.3343 0.9785 1.0625  0.190
C -1.9054 0.4993 -2.3963  -0.012
C 2.5505 -0.8962 1.9721  0.614
C -2.9116 0.0954 -1.5617  0.495
C 3.1804 -2.2598 1.7818  -0.711
C -4.1465 -0.4470 -2.2440  -0.581
H -2.8235 0.5073 -5.6615  0.298
H 5.0250 -1.6787 1.7160  0.315
H 2.5549 1.6297 4.1412  0.348
H -1.5415 0.6400 1.4224  0.394
H 1.5131 2.7879 2.1303  0.408
H -0.1321 1.6010 -2.5443  0.546
H 3.4477 -0.5239 3.8982  0.426
H 1.5337 -0.9832 0.0904  0.319
H -3.5474 -0.1349 0.4254  0.500
H 3.2501 -2.3711 0.6992  0.355
H 2.6262 -3.0885 2.1655  0.337
H -5.1090 -0.0263 -1.9042  0.334
H -4.1480 -1.5575 -2.2163  0.214

Atoms 1-2, force components in eV/Å:
-2.1 -1.7 0.6
-1.9 0.3 -1.8

The HOMO-LUMO gap is 9.19 eV. The energy above the lowest of the compared OMol25 structures with the same formula, charge and spin comes out at 0.9117 eV. For the HOMO energy, the calculation gives -8.7 eV. As for the multiplicity: 1. As for the SMILES: OCc1cccc(Oc2ccc3c(c2)B(O)OC3)c1. The energy comes out at -867.1425 hartree. Its LUMO energy is 0.4637 eV.

***

No. 4
Entry from OMol25: a structure of composition C14H13BrF6MnO (the ωB97M-V functional and the def2-TZVPD basis).

Last column: Mulliken charge in e.
Element x y z (Å)
C -0.7888 2.9272 -0.0998  -0.193
C -0.5733 3.2639 1.2873  -1.225
C 0.8417 3.0840 1.5767  -0.275
H -1.3198 3.6122 2.0063  0.534
C 1.4484 2.4885 0.3938  -0.700
C 0.4465 2.4925 -0.6497  -0.107
H 0.6798 2.3758 -1.7144  0.374
H -1.7175 3.1041 -0.6486  0.436
H 1.3669 3.3965 2.4803  0.404
H 2.5057 2.3111 0.2509  0.509
Mn -0.1588 1.1862 1.3751  0.339
Br -2.2251 0.7284 2.5359  -0.686
C -2.1687 -1.9025 -1.8585  -0.493
C -1.4203 -0.9928 -2.6604  -0.350
C -2.2199 0.1609 -2.8899  -0.601
H -0.4121 -1.1509 -3.0277  0.351
C -3.4618 -0.0083 -2.1922  -0.609
C -3.4114 -1.2849 -1.5194  -0.726
H -4.2686 -1.7813 -1.0725  0.365
H -1.8587 -2.9032 -1.5677  0.410
H -1.9620 1.0230 -3.5076  0.387
H -4.3175 0.6396 -2.2474  0.408
C 2.1241 -0.7342 2.1386  -2.149
C 1.4636 -1.2967 0.8789  1.320
O 0.4824 -0.4828 0.4047  -0.473
C 2.5634 -1.5219 -0.2783  0.504
F 3.6232 -2.2842 0.1449  -0.319
F 2.0752 -2.0993 -1.3983  -0.219
F 3.0903 -0.3208 -0.6560  -0.257
C 0.8486 -2.7377 1.1944  0.572
F 1.7693 -3.5976 1.7410  -0.312
F -0.1413 -2.5859 2.1135  -0.253
F 0.3033 -3.3505 0.1152  -0.209
H 2.6347 0.2035 1.8835  0.367
H 2.8231 -1.4388 2.5963  0.396
H 1.3355 -0.5229 2.8710  0.476

Atoms 1-2, force components in eV/Å:
0.6 0.8 0.5
1.0 1.7 -0.7

As for the expectation value of S²: 8.7591. The HOMO-LUMO gap (alpha / beta) is 4.79 / 4.76 eV. For the HOMO energy (alpha / beta), the calculation gives 0.3 / 0.3 eV. As for the multiplicity: 6. The energy comes out at -4940.7651 hartree. Its LUMO energy (alpha / beta) is 5.1234 / 5.0871 eV. Its net charge is -2.

***

No. 5
Entry from OMol25: a structure of composition C14H13BrF6OTm (the ωB97M-V functional and the def2-TZVPD basis).

Last column: Mulliken charge in e.
Element x y z (Å)
C 1.8562 -0.4392 -2.0082  -0.606
C 2.3367 0.7423 -1.3160  -0.560
C 2.8524 0.3870 -0.0536  -0.221
H 2.5461 1.6943 -1.7842  0.440
C 2.7884 -1.0374 0.0280  -0.497
C 2.1539 -1.5665 -1.1260  -0.718
H 2.1838 -2.6381 -1.4253  0.414
H 1.7071 -0.5100 -3.1077  0.434
H 3.4400 1.0306 0.6192  0.488
H 3.2251 -1.5926 0.8570  0.389
Tm 0.1035 -0.2471 -0.3592  0.782
Br -1.7600 0.5904 -2.1632  -0.515
C -3.3389 -2.3867 -1.0370  -0.721
C -2.5143 -3.4798 -1.3679  -0.444
C -2.0472 -3.3014 -2.7162  -0.477
H -2.3399 -4.3614 -0.7693  0.457
C -2.6085 -2.1153 -3.2134  -0.374
C -3.3440 -1.4756 -2.1356  -0.463
H -4.0479 -0.6644 -2.2406  0.494
H -3.8800 -2.2381 -0.1048  0.401
H -1.4761 -4.0187 -3.2854  0.419
H -2.4579 -1.6932 -4.2096  0.355
C -1.1215 2.2153 2.3163  -1.907
C 0.3246 1.9983 1.9838  1.326
O 0.3570 1.6341 0.6424  -0.547
C 1.1076 3.3575 2.2011  0.514
F 0.9134 3.6807 3.5231  -0.309
F 2.4395 3.3420 1.9841  -0.232
F 0.5906 4.3734 1.4797  -0.255
C 0.9771 0.8174 2.7717  0.529
F 0.5757 0.7190 4.0490  -0.281
F 0.5467 -0.4256 2.2049  -0.276
F 2.3277 0.8358 2.6818  -0.219
H -1.4852 3.0001 1.6557  0.433
H -1.2381 2.4469 3.3617  0.377
H -1.6938 1.3261 2.0636  0.370

Atoms 1-2, force components in eV/Å:
2.1 -0.2 -0.1
0.6 -1.0 -0.8

As for the expectation value of S²: 2.0605. The HOMO-LUMO gap (alpha / beta) is 6.78 / 3.87 eV. The energy above the lowest of the compared OMol25 structures with the same formula, charge and spin comes out at 2.9766 eV. For the HOMO energy (alpha / beta), the calculation gives -4.0 / -2.1 eV. As for the multiplicity: 3. The energy comes out at -4874.9696 hartree. Its LUMO energy (alpha / beta) is 2.7399 / 1.7516 eV. Its net charge is -1.

***

No. 6
Entry from OMol25: a structure of composition C14H13BrN2PdS2 (the ωB97M-V functional and the def2-TZVPD basis).

Last column: Mulliken charge in e.
Element x y z (Å)
Pd -0.7453 0.5226 -0.0581  -0.481
C -2.9586 -1.2010 -3.5510  -0.768
C -3.4625 -2.3735 -3.0077  -0.308
C -3.2274 -2.6680 -1.6786  -0.604
C -2.4960 -1.7762 -0.8963  1.471
N -2.0220 -0.6426 -1.4369  -0.187
C -2.2336 -0.3683 -2.7217  -0.179
C -2.1615 -2.0000 0.5307  0.612
C -2.6928 -3.0669 1.2577  -0.505
C -2.3365 -3.2521 2.5828  -0.676
C -1.4485 -2.3731 3.1894  -0.537
C -0.9237 -1.3049 2.4724  -0.152
C -1.2788 -1.1074 1.1456  -0.332
H -3.1106 -0.9412 -4.5884  0.380
H -4.0282 -3.0622 -3.6222  0.418
H -3.5954 -3.5888 -1.2525  0.287
H -1.7898 0.5486 -3.0881  0.402
H -3.3917 -3.7571 0.8020  0.240
H -2.7517 -4.0807 3.1416  0.387
H -1.1656 -2.5184 4.2252  0.376
H -0.2339 -0.6227 2.9564  0.400
S -0.0928 2.3162 1.5753  -0.339
C 1.2503 3.1405 1.0011  0.417
N 2.1123 2.7094 0.1065  0.212
C 3.0980 3.6639 -0.3781  -0.539
C 3.2687 4.6798 0.7417  -0.540
S 1.6329 4.7634 1.5337  -0.098
H 1.9677 1.8013 -0.3524  -0.032
H 2.7202 4.1393 -1.2878  0.292
H 4.0284 3.1508 -0.6136  0.318
H 3.5444 5.6623 0.3683  0.374
H 4.0017 4.3499 1.4761  0.312
Br 1.2418 0.0376 -1.5324  -0.623

Atoms 1-2, force components in eV/Å:
0.0 0.2 0.2
0.0 0.0 0.0

As for the expectation value of S²: 2.0063. The HOMO-LUMO gap (alpha / beta) is 7.31 / 7.31 eV. The energy above the lowest of the compared OMol25 structures with the same formula, charge and spin comes out at 0.0000 eV. For the HOMO energy (alpha / beta), the calculation gives -7.0 / -8.4 eV. As for the multiplicity: 3. The energy comes out at -4149.0855 hartree. Its LUMO energy (alpha / beta) is 0.3353 / -1.0687 eV.

***

no.,F_max (Eh/bohr)
1,0.0187
2,0.0067
3,0.0748
4,0.0621
5,0.0603
6,0.0055